Below is C28H39MnN4O6PTe as an isolated structure, with properties calculated with ωB97M-V/def2-TZVPD.

ORCA input file:
```
! wB97M-V def2-TZVPD RIJCOSX def2/J DEFGRID3
* xyz 0 4
C 4.09509 0.93722 -0.45355
H -2.65930 0.01726 0.69187
C -1.57098 1.15791 3.23275
H -1.14648 1.34701 5.32703
C 0.57805 -5.55433 1.20227
H 1.10365 -5.48328 -0.67477
H 2.81174 -1.97376 -1.96082
C -2.71469 2.68027 4.71131
O 6.77056 0.48045 -0.61881
H -1.19199 5.68509 -1.51518
O -2.13186 -2.60576 -1.92859
O 1.41955 -5.92865 0.12150
C -3.29618 2.54813 2.37258
H 6.39291 -0.47549 1.19111
N 1.86921 0.25008 0.08597
H 2.03460 -0.78954 -3.03535
H -0.54007 6.75461 -0.28244
H -1.61133 -4.07223 1.97194
C -4.06040 -3.94862 -2.34054
H -4.50007 -4.70790 -2.99211
N -0.24094 4.71355 0.12199
H 1.76014 -3.82874 -3.32599
C -2.53424 1.80435 -0.40059
Mn -0.12639 0.49241 0.30888
H -4.24337 3.86548 3.77893
N -2.03156 3.21532 -0.35585
H -3.02055 4.72519 -1.49500
C 2.43903 -1.80454 -2.97597
C 2.36915 -0.89751 0.55977
H 4.06998 -2.10954 0.99440
O 0.28006 -2.79451 -2.38624
H 2.27489 2.03146 -0.83650
C -0.73250 3.44072 -0.08924
C 1.33242 -1.85752 1.04107
H -2.85584 3.11198 5.69494
H 2.45746 -3.65029 0.69901
C -0.38050 5.82091 -0.82304
H 7.71545 0.31547 -0.55919
C 2.72522 1.13633 -0.43417
H 3.27899 -1.88246 -3.67190
C 1.36898 -2.81087 -3.33965
C -0.83841 -2.09218 1.72061
C 1.51678 -3.22618 1.02739
C -1.75800 1.69423 4.50065
N 0.16629 -1.30311 1.36005
P -0.90616 -1.68387 -2.40054
H -3.62130 1.90494 -0.45724
H 0.98811 -2.61317 -4.33797
C 3.71844 -1.16951 0.57867
H -2.61564 -3.33342 -3.81336
H -3.93756 2.88124 1.56114
H 4.75051 1.67981 -0.88765
C -0.74123 -3.47128 1.72892
H 6.28217 -1.50769 -0.23419
H -0.80461 0.40922 3.08321
H -2.00725 -4.53274 -2.66742
Te -1.20706 -0.72712 -4.52263
O 0.06925 2.48289 0.05513
H -2.22260 1.33802 -1.33507
C 1.01593 4.80755 0.84975
H 1.88146 4.67096 0.19162
H 1.02914 -5.97384 2.10055
H -4.00563 3.80983 -0.38108
H -1.76827 -1.58829 1.95674
H -2.91563 5.03531 0.25730
H 1.06720 5.80537 1.28571
H 0.53756 5.92277 -1.41075
H 1.05805 4.07136 1.64243
C -2.09022 0.94824 0.77031
H -0.41600 -5.99109 1.10146
C -2.64731 -3.65332 -2.77377
H -4.66644 -3.04357 -2.40247
C 6.08639 -0.50087 0.14229
C 0.45024 -4.05764 1.34625
C -3.02921 4.26599 -0.50863
H -4.08985 -4.31441 -1.31168
C -2.33327 1.56081 2.12839
O -0.68191 -0.73237 -1.26733
C 4.61139 -0.23317 0.07643
C -3.48323 3.10462 3.63487
*
```

Calculated values
**E_tot**: -95819.311 eV
**HOMO-LUMO gap (alpha / beta)**: 6.33 / 5.98 eV
**Strongest force on any atom**: 1.049 eV Å⁻¹
**LUMO energy (alpha / beta)**: -0.0077 / -0.0124 Eh


Below is a 14-piece molecular cluster, H28O14 overall, with properties calculated with ωB97M-V/def2-TZVPD.

ORCA input file:
```
! wB97M-V def2-TZVPD RIJCOSX def2/J DEFGRID3
* xyz 0 1
O -0.67951 -0.12678 0.51229
H -4.14252 -5.01924 -0.20437
O 1.08785 1.60405 4.42705
H -0.43692 -3.41321 -3.79423
O -0.32001 4.47514 -1.05139
H -0.17507 0.65608 0.29117
O 4.55704 -0.66592 -0.60331
H 2.33957 -0.17985 -5.91800
H -0.59796 5.34510 -0.76480
H -0.85121 -0.54753 -0.33017
H 1.84907 2.16636 4.28362
H -5.64857 -5.05571 -0.05472
H 2.64229 6.05000 1.67388
O 1.62938 0.45411 -6.01776
H 5.05740 3.59204 -1.91993
H 4.65979 -1.54555 -0.96655
H 1.32452 5.75576 2.35857
O 4.58698 4.36377 -1.60471
O 2.35833 -2.90188 4.13159
H 3.67289 4.08405 -1.55525
O 0.16805 -5.94770 0.60521
H 0.37973 -5.73394 -0.30348
H -3.57198 0.06127 -3.13245
H -0.61279 4.41715 -1.96086
H 1.93083 -2.24340 4.67920
H 0.77399 -3.86051 -4.58511
H -5.50527 2.40324 0.06094
O -4.94335 -4.58675 -0.50079
H 3.29299 -2.71270 4.21425
O 2.20317 6.09804 2.52306
O -3.02078 -0.25597 -3.84783
H -3.58141 -0.20800 -4.62218
H -2.45242 -1.22606 5.72018
H 0.87060 0.02937 -5.61768
H -3.04413 -1.53831 7.07821
O 0.42637 -3.81446 -3.69445
H 4.96295 -0.71474 0.26218
H -4.30791 3.32497 -0.03200
O -5.04306 2.98525 -0.54227
H 0.82664 1.32526 3.54939
O -3.18342 -1.67803 6.14157
H 0.51785 -5.21480 1.11190
*
```

Calculated values
**E_tot**: -29118.533 eV
**HOMO-LUMO gap**: 11.18 eV
**Strongest force on any atom**: 0.321 eV Å⁻¹
**LUMO energy**: -0.0065 Eh
**Relative energy (zero: lowest compared OMol25 entry of this formula, charge and spin)**: 300.92 kJ/mol


Below is C19H31CoN4O10P2S as an isolated structure, with properties calculated with ωB97M-V/def2-TZVPD.

ORCA input file:
```
! wB97M-V def2-TZVPD RIJCOSX def2/J DEFGRID3
* xyz 0 5
C -1.46437 -2.27431 2.08895
H 0.53628 -3.86141 -2.41510
N -0.76373 -2.25672 -2.24778
C 0.69664 0.19574 -2.10490
C -4.40436 -4.24740 2.56273
C 4.12164 -0.51343 -1.87410
H 6.11560 -1.10603 -1.36920
H 9.10909 3.76526 0.58162
O 6.60696 3.12946 -0.09908
P -2.78683 2.07903 -0.16586
H 3.69132 -1.48613 -1.68462
O 0.63066 2.92958 -1.10470
N -3.84337 -2.05697 1.52824
C 6.00159 0.96566 -1.88843
C 1.89945 0.35810 -2.27887
C -1.62110 3.39007 0.45281
H -3.00385 -0.96731 -0.51841
H -0.49148 -1.91406 -3.16992
H -1.49435 -1.68634 3.00414
H -5.27736 -4.44332 1.94656
C 3.29598 0.55613 -2.24888
H -2.93124 4.19964 1.93323
H -3.84413 1.60158 1.62514
H -2.56011 4.37862 -0.89852
C 3.85335 1.81823 -2.48304
H -1.23960 4.71442 2.08003
O -1.68434 4.43675 -0.48116
C -1.89476 3.87290 1.86271
Co -0.50297 -0.33404 -0.67659
H 5.63803 2.99418 -2.48975
O 0.12433 1.17735 0.68525
N 0.14077 -3.21285 -1.74251
C 5.20743 2.02109 -2.31344
C -4.19118 -2.74538 2.75630
C 8.93146 2.70870 0.39319
H -4.75153 -0.63505 0.30501
H 9.74034 2.28120 -0.19168
O -1.98715 1.21062 -1.10860
O 2.03690 -3.55004 -0.58533
S 7.71946 1.21162 -1.51591
C 5.46999 -0.30311 -1.69157
C 7.61898 2.52215 -0.30197
O 0.94515 3.50135 1.27989
O 0.75776 -1.81064 -0.05086
H -1.70010 3.07354 2.57479
H -5.10664 -2.29929 3.15473
C -5.15993 -2.58501 -0.53266
H -1.70073 -2.65507 -2.29350
H -5.40436 -3.59235 -0.20540
H -4.55711 -4.72722 3.52558
H -5.97830 -2.20977 -1.14175
H -3.53570 -4.69577 2.08938
H 1.87919 3.34638 1.12197
C -2.55848 -1.84582 1.16190
O -4.01993 2.71791 -0.67083
H -1.53629 -3.32962 2.34202
H 0.34621 2.26344 -1.74915
H 8.88030 2.19344 1.35306
H -5.84901 -1.62863 1.26235
O -3.11226 1.18791 1.16800
N -2.22604 -1.30294 0.04044
P 0.03440 2.62788 0.32488
H -3.40547 -2.58039 3.49240
C -4.93932 -1.65405 0.66020
H 3.21150 2.63633 -2.77378
C 1.06915 -2.83187 -0.73547
H -0.51257 -2.08891 1.59807
H -4.26986 -2.63499 -1.15224
*
```

Calculated values
**E_tot**: -113685.200 eV
**HOMO-LUMO gap (alpha / beta)**: 8.93 / 6.45 eV
**Strongest force on any atom**: 2.035 eV Å⁻¹
**LUMO energy (alpha / beta)**: 0.0153 / -0.0744 Eh


Below is one molecule with the formula C4H10O4, with properties calculated with ωB97M-V/def2-TZVPD.

ORCA input file:
```
! wB97M-V def2-TZVPD RIJCOSX def2/J DEFGRID3
* xyz 0 1
O 0.66823 1.56828 1.47026
H 0.62494 -1.24663 1.67208
H -1.13683 1.97723 -1.36620
C -1.58452 1.28726 -0.65833
C -0.32865 -1.59542 1.26455
H 2.17563 -0.62590 -0.17831
H -0.92484 -2.04065 2.05746
H -2.42396 0.78533 -1.13358
H -0.14649 -2.33487 0.48139
O 0.73282 0.94103 0.19491
O -0.05575 -0.44190 -1.29905
C 1.65726 -0.65594 -1.13183
C -0.56621 0.22826 -0.26868
O -1.09878 -0.50475 0.77354
H -1.92891 1.81318 0.22939
H 1.59846 -1.68744 -1.46298
H 0.69859 2.51097 1.24339
H 2.03903 0.02195 -1.88804
*
```

Calculated values
**E_tot**: -12495.354 eV
**SMILES**: COC(C)(OC)OO
**HOMO-LUMO gap**: 10.78 eV
**Strongest force on any atom**: 3.491 eV Å⁻¹
**LUMO energy**: 0.0307 Eh
**Relative energy (zero: lowest compared OMol25 entry of this formula, charge and spin)**: 506.77 kJ/mol


Below is a 3-piece molecular cluster, C14H32F4INO2PS overall, with properties calculated with ωB97M-V/def2-TZVPD.

ORCA input file:
```
! wB97M-V def2-TZVPD RIJCOSX def2/J DEFGRID3
* xyz 1 1
C 0.45978 -3.74044 -1.31554
C -0.23771 2.31490 -1.27792
H -1.52206 4.31287 0.14979
C 1.16902 -2.07886 1.07563
H 0.29965 -2.70217 3.25228
H -3.02353 3.41691 0.45725
C 2.44749 -2.93460 1.49361
H 0.13336 -2.72205 -1.67379
N -0.13319 -2.88512 1.07519
S -3.14949 -2.47299 0.27482
H 2.86205 5.56233 -2.71473
H 1.32988 -1.53893 0.07911
H 2.23022 -3.99113 1.82922
H -0.04902 5.64376 -3.02878
C 0.40130 7.71715 -1.57724
H 1.60214 -3.69325 -1.23792
H 1.08488 -1.23499 1.84478
C 2.33675 6.51760 -2.63653
I -2.65417 -5.47794 2.50770
H -2.62665 1.43968 -1.66713
C -0.46405 -3.15233 2.52830
H 0.17913 -5.37241 2.62271
H -1.44864 -2.62230 2.78640
H -1.06636 1.89629 0.66307
F -0.47513 -4.28600 -3.46006
F 1.34420 -5.42093 -2.85125
C -1.41917 2.20049 -0.32762
C -2.17128 3.51652 -0.21978
H -0.57163 2.57430 -2.28626
C 1.15449 6.40087 -1.68744
H 1.04990 8.51330 -1.20482
H 1.50609 6.09491 -0.69842
F 3.38015 -2.85527 0.41440
H 0.26028 -3.98499 4.94478
P -1.39360 -1.69603 0.49131
H 0.00081 8.01958 -2.54984
H -0.46010 -5.73256 4.99053
H 2.94291 -2.41764 2.38564
H -1.45792 -0.63774 1.47403
H 0.28835 1.35746 -1.35514
F -0.57890 -5.95809 -1.84196
H 3.04317 7.27790 -2.29569
C -0.03764 -4.08840 0.19016
H 2.00241 6.77901 -3.64528
C -0.57226 -4.68347 4.57808
H -2.57209 3.81673 -1.19238
H -0.97039 -1.08574 -0.74890
H -1.08551 -4.50344 0.07013
H -0.45150 7.61602 -0.90122
C 0.13708 -4.88845 -2.35191
O -2.30866 1.18079 -0.79278
H -1.54059 -4.22629 4.94419
H 0.70801 -4.87037 0.55495
O 0.26788 5.38314 -2.15487
H 0.46805 3.07516 -0.93949
C -0.64821 -4.67276 2.95660
*
```

Calculated values
**E_tot**: -59708.098 eV
**HOMO-LUMO gap**: 9.29 eV
**Strongest force on any atom**: 3.789 eV Å⁻¹
**LUMO energy**: -0.1046 Eh